54
Properties=species:S:1:pos:R:3:mulliken_charge:R:1 method="wB97M-V/def2-TZVPD" spin_multiplicity=7 gap_ha="0.248 / 0.256" e_tot_ev=-86378.1166 homo_energy_ev="-10.8 / -10.8" charge=+1
C 3.21 2.36 -1.29 -0.2374
C 1.88 2.12 -1.02 -0.0291
C 1.12 1.28 -1.90 0.0407
C 1.76 0.68 -3.05 0.9191
C 3.12 1.00 -3.30 -0.8537
C 3.83 1.83 -2.44 -0.8741
C 1.00 -0.22 -3.82 -0.9017
C -0.33 -0.52 -3.50 0.9127
C -0.90 0.14 -2.35 -0.0614
C -2.23 -0.20 -1.92 0.1895
C -2.96 -1.14 -2.63 -0.3525
C -2.42 -1.75 -3.78 -0.8450
C -1.13 -1.46 -4.20 -0.9033
H 3.76 3.01 -0.61 0.4501
H 3.58 0.57 -4.19 0.4460
H 4.86 2.11 -2.64 0.3975
H 1.45 -0.66 -4.70 0.4759
H -3.97 -1.37 -2.30 0.4593
H -3.04 -2.45 -4.34 0.3976
H -0.69 -1.92 -5.09 0.4409
N -0.16 0.97 -1.60 -0.2976
Tb 0.38 -1.04 1.56 0.3407
C 1.23 2.71 0.23 -0.9424
H 0.14 2.77 0.07 0.2895
H 1.74 3.61 0.64 0.7257
C -2.79 0.44 -0.66 -1.0477
H -2.36 1.45 -0.57 0.4049
H -3.90 0.43 -0.64 0.7795
P 1.36 1.51 1.64 0.5428
P -2.18 -0.41 0.89 1.0504
C -3.20 -1.94 0.92 -1.4067
H -3.00 -2.47 1.87 0.4504
H -4.27 -1.69 0.82 0.3926
H -2.88 -2.59 0.08 0.3948
C -2.95 0.64 2.20 -1.2073
H -4.05 0.70 2.05 0.3949
H -2.73 0.19 3.19 0.4123
H -2.50 1.65 2.18 0.2802
C 3.14 1.19 2.00 -1.2964
H 3.61 2.18 2.17 0.3735
H 3.21 0.53 2.89 0.4829
H 3.57 0.66 1.13 0.4048
C 0.63 2.31 3.13 -1.1356
H 0.68 1.58 3.98 0.3817
H 1.24 3.21 3.32 0.4207
H -0.44 2.53 2.93 0.2859
C -0.08 -3.25 0.66 0.3414
O -0.10 -4.41 0.60 -0.1634
H 0.75 -1.18 -0.28 -0.1681
O -0.50 -3.48 4.88 -0.5915
Cl 0.81 -3.18 4.39 1.7868
O 1.61 -2.44 5.33 -0.5895
O 1.48 -4.33 3.87 -0.5882
O 0.61 -2.25 3.21 -0.5734